The following is a quantum chemistry calculation of C18H42AsF6N6O6Tl as an isolated structure in a non-equilibrium geometry, from OMol25.

ORCA input file:
```
! wB97M-V def2-TZVPD RIJCOSX def2/J DEFGRID3
* xyz 2 1
Tl 1.41 26.04 -9.46
As 6.73 26.07 -12.88
F 5.15 25.71 -11.96
F 5.78 26.72 -14.26
F 8.20 26.50 -13.77
F 7.62 25.45 -11.45
F 6.72 24.41 -13.58
F 6.70 27.73 -12.15
C 1.48 31.25 -13.76
C 1.81 29.80 -14.11
O 1.64 28.89 -13.27
N 2.17 29.43 -15.37
C 2.26 30.40 -16.48
H 2.41 31.80 -13.61
H 0.96 31.29 -12.80
H 0.84 31.72 -14.50
H 2.37 28.46 -15.56
H 2.70 31.37 -16.24
H 1.32 30.46 -17.04
H 2.86 29.82 -17.18
C -1.64 20.23 -9.73
C -1.75 21.37 -8.76
O -1.30 22.46 -9.02
N -2.38 21.05 -7.61
C -2.76 22.02 -6.62
H -2.54 19.65 -9.94
H -0.98 19.47 -9.32
H -1.31 20.50 -10.73
H -2.43 20.08 -7.35
H -2.62 21.73 -5.58
H -3.80 22.31 -6.77
H -2.13 22.89 -6.80
C -2.94 27.42 -13.98
C -3.17 26.37 -12.88
O -2.27 26.19 -12.02
N -4.31 25.68 -12.87
C -4.62 24.69 -11.91
H -3.12 28.41 -13.57
H -3.50 27.20 -14.89
H -1.91 27.27 -14.30
H -5.05 25.79 -13.55
H -4.58 23.65 -12.23
H -5.71 24.69 -11.80
H -4.24 24.89 -10.91
C 7.55 27.61 -7.30
C 6.66 26.45 -6.99
O 5.46 26.50 -7.21
N 7.15 25.34 -6.43
C 8.51 25.03 -6.04
H 8.29 27.79 -6.52
H 6.86 28.46 -7.29
H 8.01 27.59 -8.28
H 6.50 24.64 -6.10
H 8.67 25.51 -5.07
H 9.22 25.45 -6.75
H 8.65 23.96 -5.90
C 2.94 24.38 -3.57
C 1.44 24.74 -3.83
O 1.07 24.75 -4.97
N 0.68 25.01 -2.79
C 1.10 25.37 -1.47
H 3.27 23.75 -4.40
H 3.02 23.79 -2.66
H 3.50 25.32 -3.55
H -0.28 25.18 -3.05
H 1.76 24.65 -0.98
H 0.24 25.54 -0.81
H 1.72 26.26 -1.52
C -4.64 28.51 -8.62
C -4.13 27.40 -7.77
O -2.96 27.03 -7.85
N -4.93 26.79 -6.90
C -6.35 26.89 -6.76
H -3.83 29.17 -8.94
H -5.43 29.11 -8.16
H -5.03 28.02 -9.51
H -4.42 26.16 -6.30
H -6.69 27.91 -6.89
H -6.60 26.62 -5.74
H -6.90 26.29 -7.49
*
```

Properties
LUMO energy: -0.449 Ha
Frontier orbital gap: 1.5 eV
Calculated total energy: -122391.20383 eV